This record from OMol25 describes a single C21H28N4O molecule. The level of theory is ωB97M-V with the def2-TZVPD basis set.

Element x y z (Å)
C -2.6867 -0.8350 -2.0376
C -3.3622 -1.4789 -0.8693
C -4.1913 -2.5773 -1.0555
C -4.7890 -3.2269 0.0089
C -4.5524 -2.7880 1.2996
C -3.7437 -1.6878 1.5076
C -3.1639 -1.0176 0.4355
N -2.3268 0.0865 0.7010
C -2.5366 1.3581 0.1865
O -3.3932 1.6320 -0.6245
N -1.6866 2.2774 0.7454
C -1.5857 3.5930 0.1531
C -0.5157 3.6635 -0.9408
C 0.8876 3.3720 -0.4049
N 1.0220 2.0242 0.1356
C 2.1663 1.8942 1.0224
C 2.1710 0.4998 1.6623
N 2.2388 -0.5305 0.6496
C 3.4813 -0.9683 0.2003
C 3.7658 -1.1974 -1.1489
C 4.9942 -1.6946 -1.5432
C 5.9786 -1.9733 -0.6133
C 5.7082 -1.7615 0.7285
C 4.4820 -1.2746 1.1307
C 1.1308 -0.3792 -0.2662
C 1.0968 1.0114 -0.9075
H -1.6346 -0.6588 -1.8152
H -2.7651 -1.4642 -2.9207
H -3.1485 0.1293 -2.2464
H -4.3599 -2.9366 -2.0607
H -5.4275 -4.0797 -0.1672
H -5.0003 -3.2947 2.1415
H -3.5598 -1.3332 2.5131
H -1.9100 0.0726 1.6223
H -0.7844 1.9312 1.0593
H -1.3538 4.3068 0.9494
H -2.5632 3.8330 -0.2708
H -0.7786 2.9636 -1.7344
H -0.5150 4.6668 -1.3694
H 1.0976 4.0738 0.4078
H 1.6286 3.5531 -1.2029
H 2.0926 2.6538 1.8050
H 3.1190 2.0418 0.4823
H 3.0134 0.4249 2.3466
H 1.2449 0.3601 2.2310
H 3.0342 -0.9825 -1.9120
H 5.1829 -1.8559 -2.5950
H 6.9385 -2.3543 -0.9266
H 6.4581 -1.9871 1.4731
H 4.2915 -1.1516 2.1862
H 1.1669 -1.1572 -1.0280
H 0.2094 -0.5186 0.3111
H 0.2150 1.0916 -1.5449
H 1.9950 1.1593 -1.5328

Properties
Orbital gap in eV: 8.47
Net charge: 0
2S+1: 1
Energy above the lowest of the compared OMol25 structures with the same formula, charge and spin in kcal per mole: 0.0
F_max in eV/A: 0.554
HOMO energy in eV: -7.796